One molecule with the formula C21H21N3O4S at a distorted geometry, computed with ωB97M-V/def2-TZVPD.

Geometry (Å):
C1 -3.138 -4.431 -1.558
N1 -3.046 -2.971 -1.673
C2 -3.118 -2.417 -2.946
O1 -3.274 -3.114 -3.958
C3 -2.897 -0.986 -3.117
C4 -2.786 -0.156 -2.022
S1 -2.515 1.587 -2.350
C5 -0.936 1.435 -3.282
C6 0.098 0.664 -2.480
O2 0.543 -0.373 -2.986
N2 0.700 1.127 -1.311
C7 1.781 0.373 -0.669
C8 1.680 0.472 0.873
N3 1.728 1.917 1.241
C9 2.741 2.487 2.032
O3 2.672 3.707 2.245
C10 3.843 1.665 2.618
C11 4.259 1.765 3.894
C12 5.302 0.772 4.048
C13 5.475 0.227 2.786
O4 4.556 0.756 1.903
C14 0.571 2.624 0.716
C15 0.558 2.530 -0.802
C16 -2.706 -0.739 -0.695
C17 -2.553 0.088 0.473
C18 -2.523 -0.472 1.773
C19 -2.483 -1.882 1.917
C20 -2.671 -2.676 0.770
C21 -2.804 -2.129 -0.524
H1 -2.150 -4.881 -1.573
H2 -3.768 -4.855 -2.352
H3 -3.612 -4.683 -0.613
H4 -2.864 -0.560 -4.129
H5 -1.077 0.918 -4.270
H6 -0.519 2.438 -3.448
H7 1.736 -0.685 -0.923
H8 2.744 0.785 -1.019
H9 2.453 -0.112 1.358
H10 0.744 0.030 1.218
H11 3.902 2.456 4.654
H12 5.836 0.556 4.963
H13 6.213 -0.553 2.544
H14 0.613 3.676 1.007
H15 -0.314 2.249 1.150
H16 1.372 3.172 -1.212
H17 -0.412 2.894 -1.178
H18 -2.529 1.163 0.411
H19 -2.474 0.146 2.693
H20 -2.378 -2.266 2.895
H21 -2.572 -3.739 0.904

Energy relative to the best compared isomer or geometry (same formula, charge and spin) = 46.36 kcal per mole
Electronic energy = -1676.24258 Eh
HOMO = -0.315 Ha
Molar mass = 411.48 g mol⁻¹
2S+1 = 1
HOMO-LUMO gap = 8.3 eV
SMILES = Cn1c(=O)cc(SCC(=O)N2CCN(C(=O)c3ccco3)CC2)c2ccccc21

C6H5MnN2O6 as an isolated structure at a distorted geometry, computed with ωB97M-V/def2-TZVPD.

Geometry (Å):
O1 -1.239 2.230 -3.084
C1 -0.906 1.759 -2.075
Mn1 -0.423 1.132 -0.525
O2 0.106 -1.653 -1.786
C2 -0.085 -0.644 -1.292
C3 -0.709 2.866 0.458
O3 -0.465 3.156 1.610
C4 -2.140 0.740 -0.006
O4 -3.260 0.567 0.248
C5 1.315 1.706 -0.696
O5 2.376 2.144 -0.876
H1 -1.176 3.672 -0.227
N1 1.975 -1.963 1.148
C6 0.688 -1.841 0.843
N2 -0.198 -2.826 1.035
O6 0.288 -0.685 0.456
H2 2.315 -2.803 1.549
H3 2.604 -1.188 0.988
H4 -1.167 -2.687 0.794
H5 0.102 -3.683 1.437

Energy relative to the best compared isomer or geometry (same formula, charge and spin) = 27.76 kcal per mole
Electronic energy = -1943.13776 Eh
<S²> = 8.81
HOMO (spin up / spin down) = -0.352 / -0.506 Ha
Molar mass = 256.05 g mol⁻¹
2S+1 = 6
Total charge = +1
HOMO-LUMO gap (spin up / spin down) = 5.9 / 7.6 eV

One molecule with the formula C4H7NO, computed with ωB97M-V/def2-TZVPD.

Geometry (Å):
O1 2.704 -0.202 -0.265
C1 1.614 0.180 0.089
C2 0.603 -0.700 0.809
N1 -0.781 -0.550 0.396
C3 -0.910 -0.200 -0.999
C4 -1.371 0.739 0.068
H1 1.310 1.238 -0.071
H2 0.692 -0.500 1.882
H3 0.874 -1.745 0.625
H4 -1.564 -0.788 -1.638
H5 0.069 0.034 -1.456
H6 -0.830 1.681 0.163
H7 -2.410 0.812 0.396

Energy relative to the best compared isomer or geometry (same formula, charge and spin) = 62.70 kcal per mole
Electronic energy = -286.53173 Eh
HOMO = -0.338 Ha
Molar mass = 85.11 g mol⁻¹
2S+1 = 1
HOMO-LUMO gap = 10.2 eV
SMILES = O=CCN1CC1

C24H20F6N5ORh as an isolated structure at a distorted geometry, computed with ωB97M-V/def2-TZVPD.

Geometry (Å):
Rh1 -0.090 0.072 0.192
N1 7.578 0.083 7.072
C1 6.724 0.043 6.306
C2 5.673 0.018 5.364
C3 5.553 -1.042 4.460
C4 4.526 -1.044 3.541
C5 3.578 -0.016 3.521
C6 3.697 1.027 4.444
C7 4.736 1.056 5.347
C8 2.463 -0.030 2.570
C9 2.755 -0.073 1.184
C10 4.061 -0.070 0.602
C11 3.901 -0.072 -0.776
C12 2.533 -0.085 -1.010
N2 1.846 -0.080 0.167
C13 1.144 -0.046 3.093
C14 0.772 -0.171 4.466
C15 -0.611 -0.216 4.505
C16 -1.050 -0.124 3.184
N3 0.003 -0.014 2.344
H1 6.261 -1.859 4.500
H2 4.414 -1.872 2.859
H3 2.968 1.824 4.432
H4 4.831 1.871 6.050
H5 4.987 -0.051 1.140
H6 4.675 -0.068 -1.520
H7 2.014 -0.138 -1.951
H8 1.455 -0.248 5.288
H9 -1.244 -0.312 5.366
H10 -2.066 -0.130 2.832
N4 -2.895 -0.809 0.039
C17 -4.203 -0.560 -0.072
C18 -4.346 0.810 -0.122
C19 -3.045 1.311 -0.047
N5 -2.174 0.311 0.045
H11 -2.380 -1.685 -0.035
H12 -4.928 -1.348 -0.106
H13 -5.253 1.372 -0.213
H14 -2.735 2.336 -0.072
C20 0.129 1.995 -0.631
H15 1.163 2.319 -0.745
H16 -0.367 2.647 0.091
H17 -0.378 2.051 -1.595
C21 -0.119 -4.086 -1.628
C22 -0.125 -3.258 -0.331
O1 -0.590 -2.003 -0.511
C23 -1.044 -3.975 0.700
F1 -0.757 -5.264 0.899
F2 -1.047 -3.369 1.894
F3 -2.322 -3.945 0.268
C24 1.302 -3.288 0.258
F4 2.205 -2.868 -0.636
F5 1.421 -2.518 1.342
F6 1.691 -4.519 0.625
H18 -1.134 -4.136 -2.015
H19 0.257 -5.087 -1.438
H20 0.512 -3.589 -2.360

Energy relative to the best compared isomer or geometry (same formula, charge and spin) = 23.31 kcal per mole
Electronic energy = -1985.29900 Eh
HOMO (spin up / spin down) = -0.294 / -0.295 Ha
Molar mass = 611.35 g mol⁻¹
2S+1 = 1
HOMO-LUMO gap (spin up / spin down) = 6.6 / 6.7 eV

A 10-piece molecular cluster, C37H76ClN9O25PS2 overall at a distorted geometry, computed with ωB97M-V/def2-TZVPD.

Geometry (Å):
C1 0.549 0.851 4.743
C2 0.808 2.292 5.002
O1 1.775 2.705 5.593
O2 -0.104 3.154 4.497
C3 0.466 4.037 3.497
C4 -0.155 3.829 2.126
C5 0.807 4.284 1.027
C6 1.590 3.175 0.307
C7 1.935 1.909 1.093
C8 2.785 0.953 0.249
P1 1.721 -0.268 -0.748
C9 2.546 0.081 -2.407
O3 2.007 1.217 -3.117
C10 2.174 1.257 -4.460
C11 3.394 0.886 -5.023
C12 3.613 0.921 -6.400
C13 4.930 0.470 -6.963
C14 2.582 1.381 -7.205
C15 1.368 1.785 -6.641
C16 1.116 1.722 -5.275
C17 -0.224 2.179 -4.716
C18 -1.329 2.105 -5.776
C19 -0.712 1.417 -3.466
O4 1.053 -0.958 0.780
C20 0.400 -2.144 0.441
C21 -0.276 -2.912 1.587
C22 0.122 -2.411 2.973
C23 0.791 -3.490 3.842
S1 2.161 -2.836 4.843
C24 -0.428 -1.769 -0.758
C25 -1.384 -2.771 -1.353
C26 -2.236 -2.136 -2.468
C27 -3.759 -2.164 -2.271
C28 -4.344 -1.716 -0.932
S2 -4.064 0.001 -0.527
O5 -3.516 0.707 -1.630
O6 -3.514 0.115 0.783
Cl1 -6.017 0.688 -0.337
O7 0.496 -1.260 -1.661
H1 0.329 0.308 5.656
H2 1.468 0.452 4.329
H3 -0.223 0.715 3.995
H4 1.549 3.949 3.490
H5 0.251 5.056 3.807
H6 -1.033 4.474 2.105
H7 -0.523 2.818 1.978
H8 1.456 5.059 1.432
H9 0.205 4.783 0.270
H10 2.542 3.609 -0.007
H11 1.089 2.894 -0.617
H12 1.026 1.426 1.450
H13 2.497 2.203 1.987
H14 3.387 1.569 -0.420
H15 3.474 0.421 0.904
H16 2.668 -1.367 -0.673
H17 0.736 0.780 -0.857
H18 2.376 -0.806 -3.014
H19 3.613 0.212 -2.220
H20 4.201 0.561 -4.382
H21 5.753 0.970 -6.457
H22 5.053 -0.596 -6.775
H23 4.984 0.629 -8.036
H24 2.732 1.449 -8.275
H25 0.638 2.149 -7.342
H26 -0.119 3.239 -4.473
H27 -1.161 2.748 -6.633
H28 -1.423 1.076 -6.126
H29 -2.277 2.348 -5.304
H30 -0.476 1.966 -2.561
H31 -1.795 1.323 -3.498
H32 -0.258 0.439 -3.380
H33 1.136 -2.846 0.008
H34 0.026 -3.953 1.504
H35 -1.360 -2.920 1.464
H36 0.786 -1.564 2.885
H37 -0.766 -2.075 3.496
H38 1.177 -4.290 3.224
H39 0.084 -3.853 4.582
H40 2.807 -2.217 3.852
H41 -1.036 -0.904 -0.423
H42 -0.829 -3.617 -1.758
H43 -2.013 -3.146 -0.548
H44 -1.928 -1.100 -2.586
H45 -2.010 -2.621 -3.413
H46 -4.125 -3.173 -2.460
H47 -4.204 -1.517 -3.025
H48 -4.037 -2.316 -0.082
H49 -5.425 -1.810 -0.996
C29 -0.765 6.452 -7.917
N1 -0.109 5.207 -7.429
O8 0.017 4.287 -8.217
O9 0.253 5.200 -6.279
H50 -1.033 6.313 -8.957
H51 -1.641 6.617 -7.296
H52 -0.052 7.261 -7.792
C30 3.207 5.216 6.577
N2 3.741 6.308 5.720
O10 4.933 6.528 5.737
O11 2.935 6.923 5.049
H53 4.035 4.774 7.118
H54 2.489 5.671 7.252
H55 2.720 4.483 5.938
C31 2.523 -8.030 1.700
N3 1.745 -6.764 1.745
O12 0.750 -6.733 2.448
O13 2.151 -5.836 1.089
H56 2.035 -8.751 2.342
H57 2.537 -8.359 0.665
H58 3.524 -7.804 2.043
C32 -0.057 9.026 3.795
N4 -0.459 8.084 2.713
O14 0.388 7.330 2.292
O15 -1.611 8.139 2.336
H59 0.988 8.851 4.022
H60 -0.227 10.032 3.426
H61 -0.691 8.821 4.652
C33 -6.681 -1.630 2.347
N5 -7.208 -2.975 2.701
O16 -7.138 -3.850 1.866
O17 -7.679 -3.102 3.811
H62 -6.295 -1.663 1.338
H63 -7.503 -0.925 2.427
H64 -5.892 -1.387 3.052
C34 5.372 -9.210 5.735
N6 5.122 -8.692 4.363
O18 5.730 -7.711 4.002
O19 4.310 -9.294 3.688
H65 6.110 -8.573 6.206
H66 4.425 -9.186 6.265
H67 5.727 -10.231 5.633
C35 -1.973 -6.645 4.080
N7 -2.734 -7.873 4.435
O20 -3.911 -7.924 4.152
O21 -2.116 -8.759 4.991
H68 -2.650 -5.951 3.598
H69 -1.575 -6.232 5.002
H70 -1.169 -6.938 3.415
C36 -4.756 0.354 5.391
N8 -4.361 -0.953 5.985
O22 -3.791 -1.752 5.272
O23 -4.646 -1.134 7.149
H71 -4.435 0.374 4.356
H72 -5.837 0.427 5.478
H73 -4.275 1.140 5.964
C37 -0.218 2.027 -10.429
N9 -1.230 0.936 -10.369
O24 -1.627 0.473 -11.421
O25 -1.595 0.586 -9.271
H74 -0.004 2.222 -11.473
H75 -0.642 2.895 -9.938
H76 0.664 1.686 -9.895

Electronic energy = -5426.27926 Eh
HOMO = -0.179 Ha
Molar mass = 1177.61 g mol⁻¹
2S+1 = 1
Total charge = -1
HOMO-LUMO gap = 6.0 eV

A 2-piece molecular cluster, C27H29N2O2 overall at a distorted geometry, computed with ωB97M-V/def2-TZVPD.

Geometry (Å):
C1 -4.851 -0.855 -1.895
C2 -3.731 -1.171 -2.848
O1 -2.624 -0.309 -2.458
C3 -1.578 -0.356 -3.330
C4 -0.518 0.510 -2.933
N1 0.554 0.771 -3.762
C5 0.699 0.146 -4.987
C6 1.861 0.300 -5.720
C7 2.882 1.129 -5.258
C8 2.669 1.847 -4.074
C9 1.513 1.679 -3.338
O2 -1.627 -1.108 -4.316
H1 -5.590 -1.662 -1.899
H2 -4.510 -0.700 -0.861
H3 -5.364 0.054 -2.231
H4 -3.416 -2.222 -2.776
H5 -4.015 -0.955 -3.888
H6 -0.542 0.982 -1.958
H7 -0.092 -0.526 -5.293
H8 1.936 -0.243 -6.662
H9 3.810 1.241 -5.817
H10 3.408 2.558 -3.704
H11 1.288 2.199 -2.403
C10 2.830 -1.654 -0.376
C11 2.527 -0.817 0.791
N2 3.527 -0.324 1.557
C12 4.942 -0.509 1.278
C13 3.020 0.401 2.635
C14 1.603 0.400 2.519
C15 0.886 1.153 3.452
C16 1.584 1.827 4.470
C17 2.988 1.798 4.556
C18 3.736 1.058 3.630
C19 1.266 -0.388 1.318
C20 0.024 -0.626 0.726
C21 -1.226 -0.613 1.429
C22 -1.332 -1.024 2.788
C23 -2.517 -0.869 3.489
C24 -3.630 -0.260 2.886
C25 -4.838 0.078 3.719
C26 -3.574 0.055 1.519
C27 -2.418 -0.171 0.787
H12 1.892 -2.079 -0.753
H13 3.292 -1.070 -1.190
H14 3.509 -2.483 -0.118
H15 5.515 0.033 2.031
H16 5.214 -1.567 1.327
H17 5.203 -0.119 0.289
H18 -0.202 1.223 3.369
H19 1.027 2.398 5.207
H20 3.504 2.348 5.340
H21 4.821 0.981 3.677
H22 0.019 -0.850 -0.344
H23 -0.466 -1.477 3.278
H24 -2.596 -1.189 4.534
H25 -5.650 0.461 3.090
H26 -5.193 -0.807 4.264
H27 -4.596 0.845 4.471
H28 -4.458 0.496 1.047
H29 -2.394 0.034 -0.282

Energy relative to the best compared isomer or geometry (same formula, charge and spin) = 13.68 kcal per mole
Electronic energy = -1305.99056 Eh
HOMO = -0.350 Ha
Molar mass = 413.54 g mol⁻¹
2S+1 = 1
Total charge = +1
HOMO-LUMO gap = 4.9 eV